151
Properties=species:S:1:pos:R:3 method="wB97M-V/def2-TZVPD" relative_energy_ev=0.303 e_lumo_ev=-4.06 gap_ev=7.8 charge=+2 multiplicity=1 homo_energy_ev=-11.894
Sb 1.5671 -3.5602 -2.5719
Rb 0.0069 0.0349 0.7693
As -1.3257 3.0988 1.9332
Cl -5.3872 -3.5177 0.1413
Cl -5.9345 -1.6947 2.3377
Cl -3.9874 -3.8295 2.6728
P -0.4935 0.1462 -3.2627
Si -3.1782 2.5498 3.3453
Si 0.3041 4.3139 3.1787
Si -2.2141 4.9668 0.7417
N -2.8087 -1.0932 0.6972
N -2.2318 1.7367 -1.3049
N 1.1240 -0.5256 3.6993
N 3.5332 2.0838 -2.9640
N 2.2912 1.7943 -0.3864
N 2.8863 -1.6521 1.9203
C 2.7302 -0.1481 -5.8179
C -1.5067 -1.6572 -5.2321
C -1.3584 -1.3372 -3.8857
C 1.4926 3.1176 4.0022
C 1.7375 -5.9266 -0.5421
C 1.0333 1.8450 -4.9091
C 3.1132 0.7362 -0.9592
C -0.2452 5.5247 4.4913
C 1.5516 -0.7469 6.4373
C 1.5250 -5.0448 -4.1587
C -2.9090 0.9104 4.2324
C 0.7982 -4.8068 -0.9672
C -2.3397 -2.6973 -5.6156
C -2.4601 2.0517 -2.6593
C 1.7247 2.6595 -1.4121
C -1.1608 5.1258 -0.8068
C 0.1506 -5.6848 -4.2978
C -3.5785 3.8597 4.6152
C 0.4019 0.1636 4.5731
C 0.5576 0.0799 5.9476
C -2.1684 6.5739 1.7028
C -3.3874 3.0441 -2.9874
C -4.6670 2.2266 2.2443
C -4.7076 -2.6805 1.5394
C 0.8039 0.5215 -4.5092
C -3.6401 -1.7886 1.0663
C -3.6336 3.3771 -4.3038
C 4.1880 1.2415 -1.9125
C 3.6149 -2.3222 1.0295
C 3.7318 -3.5895 -2.2130
C -2.8820 -3.1226 -3.3142
C -1.7471 1.4193 -3.6818
C 2.3285 -1.4565 5.5375
C 1.9703 -4.4093 -5.4711
C 1.6705 -0.4668 -4.9778
C 1.3383 5.1921 1.8705
C -2.0359 -2.0933 -2.9310
C 4.3247 -2.3216 -2.8312
C 2.9402 1.1652 -6.2177
C -4.0070 4.7582 0.2233
C 2.8706 -2.1075 3.1763
C -3.0401 -3.4210 -4.6599
C -2.9681 2.7161 -5.3302
C 0.4293 -3.9296 0.2221
C 4.4945 -4.8176 -2.6901
C 4.3128 -3.9403 2.6149
C -2.0404 1.7468 -5.0087
C 2.0742 -1.3357 4.1753
C 3.5569 -3.2608 3.5520
C 4.3545 -3.4564 1.3183
C 2.0816 2.1612 -5.7657
C 2.7729 3.2296 -2.3577
H -3.9319 3.5404 -2.1970
H 1.7299 -0.8327 7.5005
H -4.5264 3.6227 5.1025
H -4.3629 4.1421 -4.5329
H 1.9900 -6.5848 -1.3730
H 1.2529 -3.6521 -5.7991
H 2.6666 -5.5275 -0.1285
H 2.2251 5.6205 2.3417
H -1.5364 5.9444 -1.4246
H 3.8272 -3.5156 -1.1248
H 5.3615 -2.1768 -2.5150
H 4.2249 2.4267 -3.6326
H 1.6701 4.4735 1.1160
H 0.1385 -6.3644 -5.1539
H -4.3975 1.6618 1.3485
H 3.7499 -1.4289 -2.5633
H -0.1229 5.3482 -0.5596
H -0.1111 -5.2440 -1.3863
H 3.3802 -0.9337 -6.1784
H 3.1326 -2.0805 5.8969
H 4.9123 1.8776 -1.4017
H 3.5001 3.8498 -1.8319
H 4.7119 0.4264 -2.4112
H 3.7455 1.4064 -6.8979
H 0.6466 5.8398 5.0385
H 0.8126 5.9971 1.3623
H -0.9871 -1.0879 -5.9930
H -2.4119 0.1626 3.6120
H 3.5950 -1.9393 0.0133
H 0.3538 2.6260 -4.5896
H 2.8659 1.5203 -3.5177
H 2.2456 -5.8087 -3.8640
H -3.6962 -4.2247 -4.9648
H -2.9485 2.1104 -0.6959
H -1.1916 4.2109 -1.3995
H 1.5147 -1.4970 -4.6799
H -0.3297 -3.1832 -0.0322
H -0.3325 0.8348 4.1505
H -4.3061 3.7509 -0.0568
H 1.1640 3.4704 -0.9492
H 4.1360 -5.7377 -2.2340
H -3.8946 0.5152 4.4873
H 1.7498 2.2626 3.3753
H 1.0041 2.0686 -1.9875
H 1.3107 -3.4125 0.6075
H 1.1092 2.7377 4.9475
H -0.0713 0.6593 6.6087
H 3.5853 0.1778 -0.1523
H 4.4281 -4.9299 -3.7724
H -2.7675 7.3143 1.1682
H -2.5981 6.4616 2.6978
H 2.0274 -5.1628 -6.2602
H -0.9243 5.0683 5.2084
H 4.3288 -2.3819 -3.9219
H -0.1253 -6.2675 -3.4196
H -5.1805 3.1327 1.9358
H -4.1848 5.4171 -0.6296
H 4.9313 -3.9494 0.5483
H 2.4584 0.0471 -1.5090
H 3.4898 -3.6357 4.5619
H 2.2133 3.1831 -6.1000
H -2.3525 1.0096 5.1632
H -2.4527 -2.9351 -6.6646
H 0.0287 -4.5389 1.0373
H 2.4122 3.6639 4.2244
H -0.7250 6.4146 4.0922
H -3.6696 4.8509 4.1710
H 2.8188 2.3327 0.2937
H -1.9131 -1.8656 -1.8760
H -1.5176 1.2389 -5.8093
H -0.6217 -4.9343 -4.4663
H -1.1637 6.9787 1.8106
H 2.3303 3.8034 -3.1699
H -5.3788 1.6203 2.8078
H 4.8544 -4.8344 2.8926
H -3.1753 2.9527 -6.3639
H -2.1432 0.7432 -1.1433
H 1.2744 -6.5422 0.2341
H -3.4127 -3.6936 -2.5638
H 5.5562 -4.7200 -2.4471
H -2.8130 3.9052 5.3887
H -4.6693 5.0837 1.0255
H 2.9533 -3.9395 -5.3959